[1]
Computed, not measured: 2 unconnected molecules or ions with the total composition C3H10NO2P at a distorted geometry, with ωB97M-V/def2-TZVPD.

ORCA input file:
```
! RIJCOSX wB97M-V def2-TZVPD def2/J DEFGRID3
* xyz 0 1
P 1.41 -0.40 0.51
O 0.42 -1.07 -0.57
O 1.59 1.15 -0.21
N 2.89 -1.16 -0.05
C -0.31 -2.26 -0.48
C -1.69 1.41 0.49
C -2.30 2.57 0.61
H -1.71 3.44 1.07
H -0.20 -2.81 -1.39
H -0.63 1.54 0.76
H -0.04 -2.92 0.35
H -2.08 0.61 -0.01
H 0.68 1.44 -0.26
H -3.41 2.94 0.35
H 3.86 -1.03 0.30
H -1.38 -2.10 -0.41
H 2.89 -1.34 -1.05
*
```

Properties
LUMO = 0.0365 Eh
SMILES = COP(N)O.C=C

=====

[2]
Computed, not measured: a single C3H3NO2 molecule at a distorted geometry, with ωB97M-V/def2-TZVPD.

ORCA input file:
```
! RIJCOSX wB97M-V def2-TZVPD def2/J DEFGRID3
* xyz 0 1
O 2.25 -0.54 0.18
O -1.20 0.13 0.16
N 0.61 1.39 -0.04
C -0.26 -0.90 -0.08
C -0.61 1.29 0.06
C 1.14 -0.23 -0.04
H -0.43 -1.51 -1.09
H -1.26 2.05 0.11
H -0.23 -1.67 0.73
*
```

Properties
LUMO = 0.0249 Eh
SMILES = O=C1COC=N1

=====

[3]
Computed, not measured: a molecular structure, C26H20ClF8O6W, with ωB97M-V/def2-TZVPD.

ORCA input file:
```
! RIJCOSX wB97M-V def2-TZVPD def2/J DEFGRID3
* xyz 1 3
W -0.33 0.70 0.76
Cl 0.69 -6.03 -1.18
F -4.39 -0.74 1.88
F 3.14 3.20 -3.74
F -5.54 0.02 0.20
F 5.27 -0.66 -2.09
F 3.47 -0.79 -0.07
F 1.35 3.08 -1.72
F -4.21 1.34 1.28
F 5.10 1.33 -3.94
O -2.06 -0.27 0.53
O -1.73 2.78 -2.44
O -3.36 -0.57 -1.26
O 1.50 1.02 0.16
O -0.21 -0.21 -1.27
O -1.06 2.06 -0.43
C -0.64 -0.42 3.03
C 2.35 1.12 -0.87
C -3.20 -0.27 -0.12
C 0.43 -4.33 -1.25
C -1.05 1.99 2.73
C -1.25 1.93 -1.76
C -1.39 -2.03 -3.62
C -1.51 0.70 2.99
C -1.21 -1.79 3.24
C 4.22 1.27 -2.95
C -0.05 -1.61 -1.41
C 2.72 1.33 2.70
C 0.74 -0.20 2.92
C 1.25 1.10 2.75
C -1.97 3.17 2.62
C -0.80 0.60 -2.32
C 3.38 0.19 -0.98
C 2.29 2.14 -1.81
C 0.97 -3.50 -0.29
C -4.38 0.08 0.81
C -0.57 -2.42 -2.42
C -0.31 -3.79 -2.29
C 4.30 0.25 -2.01
C 0.35 2.16 2.56
C 3.21 2.22 -2.85
C 0.73 -2.15 -0.39
H 0.73 3.15 2.32
H -0.96 -1.22 -4.20
H -1.45 -1.92 4.29
H 1.43 -1.04 2.98
H 3.07 1.49 3.73
H -2.57 0.53 3.08
H -1.90 3.62 1.63
H -3.00 2.88 2.79
H -0.70 -4.45 -3.05
H 2.97 2.22 2.12
H -2.13 -1.92 2.67
H 1.20 -1.48 0.32
H 3.25 0.47 2.29
H -0.50 -2.57 2.95
H 1.58 -3.90 0.50
H -1.68 3.92 3.35
H -0.05 0.76 -3.10
H -1.68 0.11 -2.72
H -2.41 -1.75 -3.34
H -1.47 -2.89 -4.28
*
```

Properties
expectation value of S² = 2.0090
LUMO (alpha / beta) = -0.1478 / -0.1799 Eh

=====

Q: Which energy values were calculated for the entries above? A: -666.8632 -321.2948 -2780.2122, in hartree.
Q: Which energy above the lowest of the compared OMol25 structures with the same formula, charge and spin values were calculated for the entries above? A: 83.5 52.0 0.0, in kcal per mole.